Record 1
The following is a quantum chemistry calculation of a structure of composition C33H35IrN4O in a non-equilibrium geometry, from the OMol25 dataset.

Geometry as XYZ:
```
74
Properties=species:S:1:pos:R:3
Ir -1.232 -1.827 2.000
C -3.516 -0.284 4.226
C -2.092 -0.766 4.173
C -1.838 -2.171 4.171
C -2.966 -3.152 4.447
C -0.476 -2.639 4.204
C -0.202 -4.121 4.264
C 0.575 -1.714 4.371
C 1.950 -2.192 4.721
C 0.311 -0.328 4.287
C 1.457 0.639 4.266
C -1.012 0.146 4.274
C -1.279 1.610 4.445
H -3.856 -0.271 5.267
H -4.191 -0.938 3.678
H -3.625 0.728 3.846
H -3.386 -3.600 3.546
H -3.778 -2.664 4.978
H -2.614 -3.964 5.078
H -0.180 -4.456 5.307
H 0.761 -4.375 3.827
H -0.970 -4.700 3.757
H 2.573 -2.351 3.834
H 1.914 -3.130 5.269
H 2.463 -1.462 5.343
H 1.723 0.956 5.279
H 1.206 1.535 3.703
H 2.344 0.190 3.824
H -1.377 2.113 3.477
H -0.471 2.096 4.986
H -2.195 1.784 5.003
C 3.119 4.130 -9.677
O 1.944 4.270 -8.858
C 1.784 3.627 -7.751
C 0.567 3.895 -7.051
C 0.315 3.289 -5.865
C 1.250 2.374 -5.308
C 2.454 2.105 -6.013
C 2.723 2.705 -7.204
C 0.932 1.749 -4.059
N -0.200 1.962 -3.400
C -0.142 1.198 -2.298
C 1.063 0.480 -2.260
N 1.726 0.844 -3.385
C 1.383 -0.431 -1.205
C 2.557 -1.190 -1.107
C 2.717 -2.051 -0.044
C 1.698 -2.154 0.897
N 0.590 -1.428 0.834
C 0.411 -0.576 -0.195
C -0.825 0.157 -0.225
N -1.698 -0.066 0.780
C -2.861 0.571 0.787
C -3.214 1.499 -0.190
C -2.343 1.739 -1.229
C -1.123 1.053 -1.260
H 2.968 4.791 -10.522
H 3.231 3.103 -10.026
H 4.013 4.425 -9.128
H -0.127 4.593 -7.500
H -0.596 3.495 -5.322
H 3.181 1.413 -5.607
H 3.640 2.481 -7.730
H 2.643 0.535 -3.664
H 3.330 -1.116 -1.861
H 3.607 -2.653 0.064
H 1.784 -2.839 1.732
H -3.533 0.351 1.605
H -4.164 2.008 -0.122
H -2.581 2.436 -2.022
C -1.971 -3.191 0.558
H -1.747 -2.844 -0.451
H -3.047 -3.285 0.689
H -1.480 -4.146 0.741
```

- Net charge: +3
- Multiplicity: 2
- Frontier orbital gap (alpha / beta): 0.0768 / 0.0708 Eh
- HOMO (alpha / beta): -13.884 / -13.980 eV
- ⟨S²⟩: 0.827
- Relative energy (zero: lowest compared OMol25 entry of this formula, charge and spin): 2.3888 eV

Record 2
The following is a quantum chemistry calculation of the ion C8H10N2O2 with charge -2 in a non-equilibrium geometry, from the OMol25 dataset.

Geometry as XYZ:
```
22
Properties=species:S:1:pos:R:3
C 0.384 2.606 -0.932
N 0.789 1.953 0.334
C 0.192 0.612 0.593
C -1.086 0.475 0.936
C -1.970 -0.807 1.183
C -1.818 -1.780 0.105
C -0.661 -2.253 -0.531
C 0.595 -1.685 -0.497
C 1.068 -0.537 0.276
N 2.444 -0.516 0.200
O 3.208 -1.414 -0.298
O 2.993 0.618 0.572
H -0.519 3.161 -0.777
H 1.157 3.412 -1.206
H 0.099 1.938 -1.779
H 1.869 1.523 0.425
H -1.619 1.460 0.765
H -2.919 -0.313 1.283
H -1.711 -1.145 2.201
H -2.845 -1.992 -0.439
H -0.948 -3.102 -1.365
H 1.296 -2.215 -1.052
```

- Net charge: -2
- SMILES: CNC1=CCC=CC=C1N([O-])[O-]
- Frontier orbital gap (alpha / beta): 0.1447 / 0.1447 Eh
- HOMO (alpha / beta): 2.612 / 2.610 eV
- Relative energy (zero: lowest compared OMol25 entry of this formula, charge and spin): 0.4615 eV

Record 3
The following is a quantum chemistry calculation of a structure of composition C28H45BrCrN2OP2 in a non-equilibrium geometry, from the OMol25 dataset.

Geometry as XYZ:
```
80
Properties=species:S:1:pos:R:3
C 0.355 -5.662 1.330
C 1.256 -4.615 1.074
C 2.415 -4.918 0.330
C 2.558 -6.221 -0.198
N 1.660 -7.187 0.012
C 0.582 -6.929 0.755
C 0.939 -3.307 1.579
C 0.585 -2.288 2.195
C 0.325 -0.986 2.703
C -0.533 0.058 2.116
C -0.242 1.436 2.501
C 0.806 1.640 3.388
C 1.265 0.636 4.256
C 0.978 -0.701 3.913
Cr 0.072 1.530 0.523
P -0.378 -0.492 -0.763
H 3.185 -4.166 0.195
H -0.505 -5.476 1.977
H 3.430 -6.454 -0.808
H -0.153 -7.720 0.922
H 1.371 -1.480 4.582
H -1.605 -0.150 2.141
H 1.837 0.882 5.142
H -0.786 2.290 1.941
C -1.293 0.450 -2.054
C -1.527 -0.269 -3.374
H -0.736 1.380 -2.255
H -2.247 0.764 -1.601
H -2.061 0.423 -4.046
H -0.579 -0.563 -3.844
H -2.133 -1.171 -3.243
C 0.936 -1.557 -1.532
C 0.583 -2.886 -2.192
H 1.637 -1.757 -0.709
H 1.492 -0.939 -2.254
H 1.423 -3.210 -2.826
H 0.416 -3.675 -1.449
H -0.304 -2.816 -2.832
C -1.656 -1.581 -0.045
C -2.446 -2.444 -1.009
H -2.333 -0.885 0.469
H -1.177 -2.188 0.723
H -3.105 -3.122 -0.447
H -3.050 -1.816 -1.670
H -1.772 -3.052 -1.617
Br 1.589 3.419 3.225
P 1.850 1.835 -0.895
C 2.063 1.499 -2.663
C 2.458 2.708 -3.507
H 1.121 1.075 -3.039
H 2.830 0.712 -2.734
H 2.428 2.391 -4.557
H 1.782 3.558 -3.367
H 3.477 3.040 -3.268
C 0.960 3.423 -0.661
C 1.877 4.597 -0.307
H 0.184 3.397 0.184
H 0.430 3.654 -1.595
H 1.217 5.455 -0.108
H 2.466 4.396 0.599
H 2.561 4.837 -1.133
C 3.393 1.579 -0.010
C 4.644 2.094 -0.707
H 3.467 0.485 0.127
H 3.265 2.025 0.988
H 5.499 1.883 -0.053
H 4.812 1.599 -1.668
H 4.599 3.171 -0.886
C -5.142 3.127 0.730
N -4.891 2.154 1.776
C -5.421 2.419 3.112
C -3.850 1.282 1.611
O -3.042 1.319 0.664
H -5.978 3.744 1.024
H -5.404 2.614 -0.194
H -4.273 3.760 0.555
H -5.689 1.459 3.593
H -4.675 2.947 3.740
H -6.315 3.042 3.011
H -3.779 0.496 2.413
```

- Net charge: +2
- Multiplicity: 5
- Frontier orbital gap (alpha / beta): 0.2587 / 0.2628 Eh
- HOMO (alpha / beta): -13.489 / -13.957 eV
- ⟨S²⟩: 6.170
- Relative energy (zero: lowest compared OMol25 entry of this formula, charge and spin): 1.1688 eV

Record 4
The following is a quantum chemistry calculation of a structure of composition C44H24AsAuF6I4N4 in a non-equilibrium geometry, from the OMol25 dataset.

Geometry as XYZ:
```
84
Properties=species:S:1:pos:R:3
Au 0.086 0.008 0.138
I -6.618 5.646 3.997
C -5.262 4.459 2.892
C -4.958 4.813 1.584
C -4.041 4.057 0.878
C -3.434 2.953 1.471
C -3.770 2.594 2.775
C -4.679 3.350 3.489
C -2.374 2.170 0.802
C -2.721 1.002 0.088
C -4.002 0.691 -0.418
C -3.864 -0.453 -1.169
C -2.508 -0.843 -1.073
C -2.016 -2.120 -1.439
C -2.765 -2.905 -2.421
C -3.236 -4.198 -2.177
C -3.800 -4.941 -3.194
C -3.905 -4.397 -4.467
I -4.660 -5.578 -6.046
C -3.520 -3.086 -4.708
C -2.969 -2.344 -3.687
C -0.868 -2.655 -0.852
N 0.105 -1.935 -0.219
C 1.032 -2.827 0.257
C 2.274 -2.486 0.774
C 3.180 -3.503 1.302
C 3.500 -4.672 0.603
C 4.387 -5.587 1.133
C 4.976 -5.336 2.365
I 6.395 -6.695 3.140
C 4.658 -4.191 3.085
C 3.770 -3.281 2.553
C 2.758 -1.149 0.764
C 4.112 -0.784 0.940
C 4.176 0.580 0.820
C 2.856 1.033 0.580
N 2.016 -0.042 0.498
C 2.446 2.377 0.690
C 1.115 2.754 0.759
C 0.646 4.028 1.232
C -0.696 3.931 1.367
C -1.075 2.625 0.906
N 0.046 1.942 0.517
C 3.477 3.362 1.084
C 3.686 3.579 2.447
C 4.655 4.467 2.870
C 5.416 5.143 1.926
I 6.914 6.491 2.565
C 5.201 4.955 0.568
C 4.235 4.059 0.150
C 0.580 -4.158 -0.022
C -0.535 -4.046 -0.783
N -1.824 0.065 -0.324
H -5.422 5.672 1.122
H -3.791 4.330 -0.137
H -3.297 1.737 3.231
H -4.922 3.078 4.504
H -4.895 1.260 -0.246
H -4.629 -0.992 -1.693
H -3.203 -4.600 -1.176
H -4.165 -5.937 -2.994
H -3.651 -2.655 -5.689
H -2.654 -1.328 -3.870
H 3.099 -4.840 -0.384
H 4.621 -6.488 0.587
H 5.102 -4.010 4.051
H 3.491 -2.404 3.118
H 4.917 -1.468 1.117
H 5.038 1.210 0.900
H 1.280 4.861 1.462
H -1.388 4.665 1.730
H 3.085 3.040 3.164
H 4.813 4.630 3.925
H 5.779 5.504 -0.159
H 4.061 3.906 -0.903
H 1.053 -5.064 0.292
H -1.089 -4.839 -1.235
F -0.867 -0.277 2.485
As 0.236 0.006 3.913
F -0.698 1.463 4.202
F -0.833 -0.973 4.836
F 1.286 0.266 5.262
F 1.153 -1.392 3.354
F 1.327 1.013 2.937
```

- Net charge: +1
- Multiplicity: 2
- Frontier orbital gap (alpha / beta): 0.2036 / 0.1623 Eh
- HOMO (alpha / beta): -10.646 / -10.941 eV
- ⟨S²⟩: 0.842

Record 5
The following is a quantum chemistry calculation of the molecule C6H9NO2 in a non-equilibrium geometry, from the OMol25 dataset.

Geometry as XYZ:
```
18
Properties=species:S:1:pos:R:3
C 1.960 1.074 1.072
N 1.945 -0.147 1.103
C 2.165 -0.023 -0.659
O 3.251 -0.243 -1.092
C 0.827 -0.466 -1.218
C -0.401 0.176 -0.576
O -0.557 1.373 -0.623
C -1.350 -0.764 0.126
C -2.565 -0.069 0.723
H 1.952 1.466 -0.160
H 2.144 1.867 1.795
H 0.810 -1.553 -1.128
H 0.839 -0.213 -2.281
H -0.762 -1.278 0.894
H -1.646 -1.534 -0.596
H -3.132 0.453 -0.048
H -2.257 0.673 1.460
H -3.221 -0.792 1.207
```

- SMILES: C=NC(=O)CC(=O)CC
- Frontier orbital gap: 0.3445 Eh
- HOMO: -9.199 eV
- Relative energy (zero: lowest compared OMol25 entry of this formula, charge and spin): 3.9696 eV

Record 6
The following is a quantum chemistry calculation of a cluster of 2 separate species, C4H12 in total in a non-equilibrium geometry, from the OMol25 dataset.

Geometry as XYZ:
```
16
Properties=species:S:1:pos:R:3
C -2.787 1.542 -0.551
C -1.527 0.839 -0.092
H -3.772 1.244 -0.215
H -2.692 2.549 -0.177
H -2.988 1.616 -1.669
H -1.625 -0.183 -0.462
H -1.610 0.569 1.050
H -0.583 1.197 -0.252
C 2.146 -1.902 0.601
C 2.226 -0.458 0.018
H 2.915 -2.588 0.311
H 2.228 -1.858 1.602
H 1.117 -2.268 0.269
H 2.753 -0.399 -0.970
H 3.049 0.042 0.546
H 1.152 0.058 -0.010
```

- SMILES: CC.CC
- Frontier orbital gap: 0.4586 Eh
- HOMO: -11.373 eV
- Relative energy (zero: lowest compared OMol25 entry of this formula, charge and spin): 1.3618 eV

Let's list DFT total energy in order: -45608.965 -15525.107 -151816.499 -165213.101 -11949.349 -4341.167 eV.